ORCA calculation (ωB97M-V with the def2-TZVPD basis set) on a 3-piece molecular cluster, C30H55BClN3O6P2 overall at a distorted geometry.

Properties
Kohn-Sham gap: 2.7106 eV
2S+1: 1
charge: 0
HOMO level: -4.588 eV
calculated total energy: -2959.39542 Ha

Element x y z (Å)
C 2.8759 1.3973 3.6465
C 3.5594 1.6071 2.6892
C 4.3720 1.8051 1.4550
P 6.0853 1.4219 2.0646
O 7.1942 2.0536 1.3350
N 4.3910 3.3321 1.3510
C 3.0038 3.5479 1.2009
O 2.2985 4.3145 1.7923
C 2.6480 2.5647 0.0188
C 1.1527 2.2502 0.3225
C 0.1281 3.2829 -0.1294
C -1.2871 2.9771 0.4370
C -1.3045 2.7320 1.9455
C -2.0219 1.9015 -0.4108
C -1.8358 0.4529 0.0752
C -3.0441 -0.1839 0.7317
C -4.3333 0.2089 0.6196
C -5.0504 0.5521 -0.6594
C -5.1703 0.2944 1.9041
B 2.7189 3.6112 -1.2219
O 3.0444 4.9320 -0.9286
C 2.5050 3.3178 -2.7648
C 1.4652 2.2411 -3.1910
C 3.7201 1.3858 0.0987
C 4.7530 1.5647 -1.0464
P 6.1381 0.4287 -1.3736
O 7.3427 1.2194 -1.6332
O 5.7711 -0.4432 -2.6679
O 6.5122 -0.6761 -0.2381
C 3.1980 -0.0759 -0.0172
C 2.3081 -0.6138 1.1393
C 2.4372 -0.3822 -1.3355
C 2.5301 -1.9207 -1.6326
C 3.2675 -2.2675 -2.9477
H 2.0873 1.3834 4.3647
H 6.0751 1.9606 3.3789
H 6.2152 0.0273 2.2449
H 4.7677 3.6083 2.2579
H 0.8276 1.2858 -0.0726
H 1.0790 2.1345 1.4060
H 0.3506 4.3028 0.1958
H -0.0268 3.3025 -1.2130
H -1.8461 3.9069 0.2764
H -0.9966 1.7173 2.2162
H -0.6084 3.4100 2.4444
H -2.3109 2.8475 2.3600
H -3.0645 2.2093 -0.4927
H -1.6183 1.9583 -1.4262
H -1.6103 -0.1484 -0.8239
H -0.9613 0.3210 0.7105
H -2.8214 -1.0748 1.3301
H -5.7111 1.4095 -0.4695
H -4.3937 0.8644 -1.4703
H -5.7183 -0.2620 -0.9550
H -4.4915 0.4827 2.7311
H -5.8240 1.1607 1.7942
H -5.7703 -0.6095 2.0771
H 2.2822 5.5103 -1.0389
H 3.4676 3.0749 -3.2326
H 2.2080 4.2604 -3.2388
H 0.6881 2.7061 -3.8056
H 0.9646 1.7218 -2.3765
H 1.9537 1.5139 -3.8429
H 4.2706 1.6358 -2.0191
H 5.2340 2.5388 -0.9090
H 5.5461 0.2634 -3.4599
H 7.0805 -1.3317 -0.6636
H 4.0214 -0.7932 -0.0397
H 1.5124 -1.2511 0.7354
H 1.8307 0.1310 1.7647
H 2.8784 -1.2678 1.8063
H 1.3703 -0.1780 -1.2563
H 2.8765 0.1054 -2.2014
H 2.9282 -2.4749 -0.7798
H 1.5032 -2.2880 -1.7649
H 3.2602 -1.4433 -3.6556
H 4.2814 -2.5777 -2.7027
H 2.7924 -3.1468 -3.3959
Cl 6.6260 1.6274 -3.9370
C -7.9043 -6.2137 -0.9520
C -7.6279 -5.9657 0.5163
N -6.4515 -5.1084 0.7535
C -5.8062 -4.2960 -0.1502
C -4.7824 -3.7014 0.5100
N -4.8304 -4.1507 1.8073
C -5.8519 -4.9900 1.9346
C -3.9135 -3.7732 2.8869
H -7.0356 -6.6451 -1.4505
H -8.7368 -6.9052 -1.0561
H -8.1705 -5.2913 -1.4688
H -7.4465 -6.9124 1.0235
H -8.4869 -5.4919 0.9916
H -6.1396 -4.2304 -1.1688
H -4.0193 -3.0013 0.2119
H -6.1449 -5.4919 2.8410
H -3.4349 -4.6667 3.2803
H -4.4719 -3.2749 3.6756
H -3.1569 -3.0992 2.4987